# 1
{
  "formula": "C30H80N6O14P2S",
  "method": "ωB97M-V with the def2-TZVPD basis set",
  "species": ["N", "O", "P", "O", "O", "O", "P", "S", "H", "H", "H", "H", "H", "C", "O", "C", "C", "N", "C", "C", "O", "C", "H", "H", "H", "H", "H", "H", "H", "H", "H", "H", "H", "H", "H", "H", "H", "C", "O", "C", "C", "N", "C", "C", "O", "C", "H", "H", "H", "H", "H", "H", "H", "H", "H", "H", "H", "H", "H", "H", "H", "C", "O", "C", "C", "N", "C", "C", "O", "C", "H", "H", "H", "H", "H", "H", "H", "H", "H", "H", "H", "H", "H", "H", "H", "C", "O", "C", "C", "N", "C", "C", "O", "C", "H", "H", "H", "H", "H", "H", "H", "H", "H", "H", "H", "H", "H", "H", "H", "C", "O", "C", "C", "N", "C", "C", "O", "C", "H", "H", "H", "H", "H", "H", "H", "H", "H", "H", "H", "H", "H", "H", "H"],
  "positions_angstrom": [[-2.557, 3.288, 0.690], [-2.996, 4.042, 1.820], [-2.513, 3.482, 3.208], [-2.648, 2.040, 3.361], [-3.388, 4.351, 4.174], [-0.977, 3.903, 3.541], [-0.008, 4.706, 2.510], [-0.571, 6.462, 1.970], [-1.813, 3.803, 0.239], [-2.248, 2.361, 0.968], [-2.973, 4.413, 5.039], [0.319, 3.867, 1.442], [1.190, 4.821, 3.213], [5.172, 0.159, 4.622], [4.509, -0.870, 3.916], [3.404, -1.446, 4.606], [2.091, -1.068, 3.957], [1.790, 0.346, 4.135], [0.685, 0.843, 3.318], [0.822, 0.767, 1.800], [1.800, 1.635, 1.250], [3.133, 1.141, 1.302], [6.102, 0.369, 4.094], [4.582, 1.081, 4.660], [5.413, -0.152, 5.643], [3.419, -1.172, 5.664], [3.518, -2.532, 4.540], [1.291, -1.661, 4.409], [2.161, -1.348, 2.897], [2.618, 0.884, 3.918], [0.546, 1.892, 3.585], [-0.229, 0.322, 3.617], [-0.132, 1.098, 1.375], [0.973, -0.257, 1.443], [3.169, 0.053, 1.208], [3.628, 1.451, 2.227], [3.684, 1.583, 0.473], [4.553, -7.593, -0.119], [5.833, -6.999, -0.203], [5.887, -5.812, -0.983], [6.110, -4.588, -0.122], [4.944, -4.289, 0.697], [5.166, -3.290, 1.742], [6.193, -3.583, 2.827], [5.831, -4.624, 3.716], [6.107, -5.938, 3.268], [4.680, -8.579, 0.324], [3.870, -7.016, 0.514], [4.105, -7.711, -1.110], [4.986, -5.702, -1.593], [6.739, -5.915, -1.661], [6.315, -3.732, -0.772], [7.008, -4.774, 0.483], [4.623, -5.143, 1.133], [4.206, -3.134, 2.239], [5.427, -2.341, 1.263], [6.261, -2.684, 3.443], [7.198, -3.758, 2.420], [7.006, -5.976, 2.648], [5.264, -6.361, 2.715], [6.266, -6.559, 4.149], [-4.696, 1.746, -1.749], [-5.507, 1.007, -0.856], [-5.639, 1.591, 0.442], [-7.034, 2.139, 0.650], [-7.275, 3.315, -0.175], [-8.667, 3.755, -0.231], [-9.720, 2.807, -0.795], [-9.613, 2.559, -2.183], [-8.691, 1.552, -2.552], [-4.510, 1.112, -2.617], [-5.188, 2.662, -2.093], [-3.740, 2.009, -1.294], [-4.883, 2.355, 0.619], [-5.475, 0.790, 1.170], [-7.150, 2.413, 1.703], [-7.743, 1.327, 0.431], [-6.960, 3.125, -1.116], [-8.687, 4.662, -0.839], [-8.972, 4.046, 0.780], [-10.689, 3.294, -0.660], [-9.772, 1.860, -0.242], [-8.633, 0.760, -1.801], [-7.692, 1.964, -2.728], [-9.037, 1.115, -3.489], [5.816, 4.933, -5.414], [7.001, 4.642, -4.702], [7.478, 5.701, -3.883], [7.312, 5.385, -2.413], [5.908, 5.384, -2.021], [5.641, 4.836, -0.695], [6.005, 3.382, -0.416], [5.217, 2.431, -1.107], [5.615, 2.162, -2.440], [5.669, 4.137, -6.142], [4.938, 4.968, -4.760], [5.898, 5.884, -5.949], [6.989, 6.645, -4.138], [8.546, 5.809, -4.091], [7.842, 6.142, -1.826], [7.797, 4.417, -2.231], [5.379, 4.855, -2.701], [4.567, 4.942, -0.518], [6.145, 5.466, 0.044], [5.810, 3.204, 0.646], [7.071, 3.177, -0.570], [6.697, 2.240, -2.566], [5.113, 2.823, -3.151], [5.309, 1.142, -2.673], [-7.451, -5.985, -3.391], [-6.260, -5.295, -3.708], [-6.452, -4.073, -4.409], [-6.128, -2.874, -3.544], [-7.106, -2.698, -2.481], [-6.725, -1.725, -1.454], [-5.465, -2.009, -0.634], [-5.584, -3.121, 0.240], [-5.370, -4.391, -0.342], [-7.169, -6.978, -3.044], [-8.016, -5.490, -2.593], [-8.095, -6.092, -4.269], [-7.469, -4.004, -4.806], [-5.761, -4.081, -5.257], [-6.124, -1.978, -4.173], [-5.110, -3.017, -3.156], [-7.270, -3.591, -2.036], [-7.563, -1.657, -0.754], [-6.631, -0.748, -1.924], [-5.294, -1.151, 0.008], [-4.568, -2.104, -1.259], [-4.630, -4.352, -1.146], [-6.299, -4.825, -0.723], [-4.997, -5.053, 0.440]],
  "homo_energy_ha": -0.30877,
  "gap_ha": 0.322,
  "relative_energy_kcal_mol": 7.5
}

# 2
{
  "formula": "C15H10BCoF5N6Se",
  "method": "ωB97M-V with the def2-TZVPD basis set",
  "species": ["Co", "C", "C", "N", "N", "C", "B", "N", "C", "C", "C", "N", "N", "C", "C", "C", "N", "H", "H", "H", "H", "H", "H", "H", "H", "H", "H", "F", "C", "C", "F", "C", "F", "C", "Se", "C", "F", "C", "F"],
  "positions_angstrom": [[0.532, 0.010, -0.177], [-1.574, -3.265, -1.777], [-1.029, -2.674, -0.642], [-0.475, -1.504, -0.961], [-0.649, -1.322, -2.294], [-1.309, -2.371, -2.799], [-0.101, -0.050, -2.996], [-0.744, 1.199, -2.335], [-1.474, 2.173, -2.894], [-1.813, 3.093, -1.920], [-1.235, 2.599, -0.755], [-0.596, 1.458, -1.010], [1.437, 0.015, -2.781], [2.419, 0.050, -3.689], [3.635, 0.120, -3.032], [3.303, 0.126, -1.682], [1.978, 0.061, -1.537], [-2.088, -4.206, -1.848], [-1.006, -3.028, 0.375], [-1.542, -2.411, -3.849], [-0.348, -0.078, -4.160], [-1.699, 2.144, -3.947], [-2.393, 3.990, -2.038], [-1.248, 3.006, 0.242], [2.186, 0.024, -4.740], [4.615, 0.162, -3.469], [3.946, 0.175, -0.819], [-1.615, -0.148, 7.147], [-0.954, -0.057, 6.016], [-0.916, -1.148, 5.152], [-1.541, -2.267, 5.475], [-0.226, -1.037, 3.964], [-0.195, -2.076, 3.134], [0.448, 0.137, 3.619], [1.542, 0.239, 2.110], [0.391, 1.218, 4.505], [1.008, 2.351, 4.200], [-0.306, 1.131, 5.692], [-0.366, 2.160, 6.519]],
  "total_charge": 1,
  "spin_multiplicity": 5,
  "homo_energy_ha": [-0.45727, -0.45643],
  "gap_ha": [0.359, 0.207]
}

# 3
{
  "formula": "C23H23MoN5OS",
  "method": "ωB97M-V with the def2-TZVPD basis set",
  "species": ["Mo", "O", "C", "N", "C", "C", "C", "C", "C", "C", "N", "C", "C", "C", "C", "C", "N", "H", "H", "H", "H", "H", "H", "H", "H", "H", "H", "C", "C", "C", "C", "C", "H", "H", "H", "H", "H", "C", "C", "C", "C", "N", "C", "S", "N", "C", "H", "H", "H", "H", "H", "H", "H", "H"],
  "positions_angstrom": [[0.104, -0.268, 0.171], [2.700, 2.846, 0.724], [2.202, 1.794, 0.424], [0.958, 1.351, 0.863], [0.297, 2.237, 1.808], [-0.789, 1.467, 2.481], [-1.507, 1.975, 3.552], [-2.467, 1.186, 4.155], [-2.679, -0.102, 3.676], [-1.936, -0.541, 2.606], [-1.013, 0.232, 1.998], [2.875, 0.776, -0.434], [4.149, 0.976, -0.917], [4.733, -0.035, -1.667], [4.014, -1.198, -1.885], [2.737, -1.317, -1.364], [2.162, -0.340, -0.654], [1.015, 2.609, 2.542], [-0.107, 3.120, 1.302], [-1.298, 2.975, 3.907], [-3.037, 1.561, 4.994], [-3.409, -0.759, 4.126], [-2.065, -1.536, 2.206], [4.651, 1.907, -0.692], [5.730, 0.083, -2.069], [4.432, -2.014, -2.458], [2.144, -2.207, -1.515], [-2.077, -0.618, -0.562], [-1.575, 0.669, -0.936], [-0.504, 0.449, -1.846], [-0.366, -0.964, -2.018], [-1.352, -1.605, -1.254], [-2.892, -0.797, 0.119], [-1.969, 1.622, -0.622], [0.084, 1.209, -2.336], [0.361, -1.455, -2.642], [-1.466, -2.671, -1.147], [2.455, -6.879, 1.990], [1.944, -5.907, 0.986], [1.842, -6.135, -0.364], [1.339, -5.120, -1.179], [0.945, -3.936, -0.683], [1.032, -3.728, 0.617], [0.428, -2.334, 1.444], [1.537, -4.697, 1.432], [1.209, -5.297, -2.653], [2.808, -7.783, 1.503], [1.661, -7.148, 2.690], [3.277, -6.443, 2.560], [2.149, -7.083, -0.779], [1.590, -4.490, 2.423], [1.540, -6.279, -2.979], [1.796, -4.534, -3.168], [0.167, -5.153, -2.945]],
  "total_charge": 2,
  "homo_energy_ha": -0.52035,
  "gap_ha": 0.269,
  "relative_energy_kcal_mol": 0.0
}

# 4
{
  "formula": "C19H17Cl2NO6S",
  "method": "ωB97M-V with the def2-TZVPD basis set",
  "species": ["O", "C", "C", "C", "C", "C", "C", "C", "H", "H", "H", "Cl", "H", "C", "H", "H", "O", "C", "O", "C", "N", "S", "O", "O", "C", "C", "C", "C", "C", "C", "H", "H", "Cl", "H", "H", "C", "H", "H", "C", "O", "H", "H", "C", "H", "H", "H"],
  "positions_angstrom": [[-0.056, -3.140, -1.585], [-0.553, -2.646, -0.603], [-1.773, -1.808, -0.654], [-2.678, -1.734, 0.401], [-3.798, -0.929, 0.275], [-4.026, -0.187, -0.875], [-3.120, -0.265, -1.919], [-2.006, -1.075, -1.817], [-1.292, -1.147, -2.622], [-3.291, 0.309, -2.816], [-4.900, 0.441, -0.947], [-4.924, -0.840, 1.585], [-2.541, -2.315, 1.300], [0.087, -2.871, 0.779], [-0.035, -3.909, 1.093], [-0.308, -2.183, 1.529], [1.496, -2.660, 0.680], [1.824, -1.543, 0.080], [1.018, -0.795, -0.441], [3.308, -1.264, 0.031], [3.524, 0.101, 0.484], [2.421, 0.783, 1.523], [3.094, 1.885, 2.138], [1.975, -0.318, 2.332], [0.948, 1.471, 0.728], [-0.258, 1.112, 1.302], [-1.444, 1.615, 0.802], [-1.402, 2.476, -0.284], [-0.195, 2.860, -0.846], [0.989, 2.363, -0.326], [1.925, 2.671, -0.760], [-0.178, 3.541, -1.682], [-2.873, 3.086, -0.934], [-2.389, 1.344, 1.246], [-0.248, 0.435, 2.140], [4.210, 0.867, -0.536], [3.915, 1.911, -0.481], [5.291, 0.798, -0.369], [3.829, 0.173, -1.857], [2.603, 0.606, -2.370], [1.887, 0.275, -1.801], [4.564, 0.369, -2.642], [3.815, -1.304, -1.426], [4.821, -1.717, -1.460], [3.162, -1.898, -2.065], [3.829, -1.970, 0.684]],
  "smiles": "O=C(COC(=O)[C@H]1C[C@@H](O)CN1S(=O)(=O)c1ccc(Cl)cc1)c1cccc(Cl)c1",
  "homo_energy_ha": -0.34501,
  "gap_ha": 0.344,
  "relative_energy_kcal_mol": 6.3
}